A molecular structure, C69H86ClF4N9O7SSiTa, computed with wB97M-V/def2-TZVPD.

## Properties
charge	+1
Kohn-Sham gap	6.573	eV
highest occupied orbital energy	-10.15	eV
energy above the lowest of the compared OMol25 structures with the same formula, charge and spin	1.539	eV

Last column: Löwdin charge in e.
Positions of all 179 atoms, in Å:
Ta  -0.192  -0.396  -0.327  1.657
C  3.321  0.194  -2.078  -0.103
N  2.083  -0.358  -2.614  -0.269
C  2.050  -0.141  -4.055  -0.078
C  2.011  -1.784  -2.316  -0.253
C  0.651  -2.393  -2.666  -0.209
N  -0.471  -1.611  -2.169  -0.103
C  -1.652  -1.814  -2.781  -0.218
C  -2.746  -0.969  -2.484  -0.193
F  -2.535  0.015  -1.545  0.002
C  -4.003  -1.077  -3.039  -0.230
F  -4.945  -0.192  -2.681  0.106
C  -4.293  -2.071  -3.955  0.082
C  -3.263  -2.943  -4.263  -0.218
F  -3.507  -3.957  -5.101  0.108
C  -1.995  -2.832  -3.715  -0.144
F  -1.118  -3.803  -4.059  0.081
H  4.206  -0.250  -2.553  0.098
H  3.371  0.024  -1.004  0.063
H  3.342  1.268  -2.253  0.078
H  2.827  -0.728  -4.567  0.104
H  2.227  0.910  -4.270  0.072
H  1.077  -0.414  -4.461  0.085
H  2.199  -1.907  -1.247  0.032
H  2.780  -2.343  -2.879  0.134
H  0.614  -3.409  -2.244  0.118
H  0.599  -2.483  -3.754  0.118
H  -5.271  -2.169  -4.393  0.140
C  -2.730  -0.347  5.064  -0.057
O  -3.097  -1.176  3.984  -0.118
C  -4.208  -1.968  4.098  -0.209
C  -4.884  -2.187  5.292  -0.010
C  -5.980  -3.032  5.345  -0.074
C  -6.426  -3.667  4.201  -0.080
C  -5.759  -3.463  3.009  -0.015
C  -4.657  -2.621  2.933  -0.169
N  -3.985  -2.572  1.701  0.153
C  -3.116  -1.627  1.215  -0.366
N  -3.420  -0.367  1.550  0.162
C  -2.847  0.886  1.332  -0.178
C  -1.618  1.146  0.731  -0.172
C  -1.306  2.498  0.526  -0.160
C  -2.145  3.525  0.907  -0.074
C  -3.339  3.255  1.558  -0.011
C  -3.688  1.940  1.784  -0.202
O  -4.836  1.540  2.423  -0.107
C  -5.743  2.523  2.872  -0.061
N  -2.128  -1.969  0.436  0.056
C  -2.042  -3.331  0.043  -0.233
C  -2.889  -3.782  -0.972  -0.045
C  -2.755  -5.043  -1.521  -0.070
C  -1.749  -5.881  -1.069  -0.059
C  -0.965  -5.488  -0.004  0.013
C  -1.147  -4.249  0.611  -0.227
O  -0.432  -4.027  1.750  -0.194
C  -1.088  -3.371  2.815  -0.095
H  -1.897  0.253  4.696  0.097
H  -2.403  -0.926  5.932  0.097
H  -3.553  0.309  5.362  0.102
H  -4.539  -1.716  6.200  0.109
H  -6.476  -3.197  6.288  0.109
H  -7.281  -4.322  4.233  0.108
H  -6.085  -3.966  2.111  0.120
H  -3.994  -3.447  1.191  0.139
H  -4.269  -0.285  2.099  0.139
H  -0.379  2.764  0.043  0.056
H  -1.873  4.550  0.699  0.109
H  -3.989  4.060  1.862  0.110
H  -6.598  1.970  3.254  0.099
H  -6.065  3.175  2.060  0.099
H  -5.316  3.127  3.675  0.101
H  -3.661  -3.117  -1.330  0.116
H  -3.424  -5.362  -2.305  0.114
H  -1.614  -6.853  -1.516  0.111
H  -0.216  -6.147  0.405  0.115
H  -0.462  -3.527  3.687  0.078
H  -2.073  -3.808  2.991  0.109
H  -1.177  -2.296  2.649  0.052
C  3.156  -5.048  -1.004  -0.001
C  3.898  -4.586  0.253  -0.608
C  4.794  -5.711  0.778  -0.020
C  4.752  -3.354  -0.027  -0.017
O  2.914  -4.314  1.250  -0.104
Si  2.492  -3.174  2.285  0.040
S  1.138  -1.715  1.201  0.515
O  3.676  -2.155  2.673  -0.139
C  3.990  -1.345  3.816  -0.611
C  2.734  -0.671  4.361  -0.021
C  5.003  -0.304  3.336  -0.008
C  4.630  -2.239  4.878  -0.012
O  1.762  -3.830  3.556  -0.131
C  1.812  -5.106  4.228  -0.594
C  3.197  -5.732  4.095  -0.013
C  1.496  -4.823  5.699  -0.011
C  0.777  -6.064  3.637  -0.010
H  3.863  -5.247  -1.805  0.096
H  2.454  -4.286  -1.324  0.055
H  2.599  -5.955  -0.792  0.089
H  5.574  -5.933  0.056  0.094
H  4.220  -6.617  0.949  0.088
H  5.262  -5.412  1.712  0.088
H  5.458  -3.569  -0.824  0.098
H  5.299  -3.072  0.867  0.085
H  4.129  -2.514  -0.317  0.064
H  2.299  -0.031  3.598  0.061
H  2.979  -0.070  5.232  0.097
H  2.000  -1.422  4.638  0.078
H  4.571  0.300  2.543  0.076
H  5.889  -0.806  2.956  0.089
H  5.294  0.343  4.159  0.093
H  3.904  -2.949  5.260  0.059
H  5.003  -1.636  5.700  0.095
H  5.461  -2.789  4.443  0.095
H  3.971  -5.029  4.386  0.079
H  3.361  -6.021  3.064  0.062
H  3.274  -6.610  4.730  0.100
H  2.260  -4.191  6.144  0.077
H  1.457  -5.759  6.251  0.095
H  0.535  -4.323  5.789  0.084
H  0.809  -6.005  2.555  0.072
H  -0.228  -5.812  3.963  0.085
H  1.001  -7.079  3.954  0.096
C  1.300  7.560  -4.527  -0.035
C  1.165  6.077  -4.137  -0.494
C  2.505  5.677  -3.493  -0.040
C  0.046  5.970  -3.099  -0.017
C  0.923  5.196  -5.411  -0.412
O  2.040  5.395  -6.284  -0.028
C  -0.334  5.535  -6.260  -0.087
C  -1.705  4.894  -5.994  -0.127
C  -2.539  5.545  -4.928  -0.245
C  -2.969  4.826  -3.819  -0.046
C  -3.743  5.417  -2.837  -0.098
C  -4.107  6.747  -2.968  -0.677
Cl  -5.065  7.499  -1.739  0.668
C  -3.719  7.478  -4.080  -0.096
C  -2.943  6.871  -5.051  -0.042
C  1.101  3.666  -5.176  -0.039
N  0.300  2.911  -4.250  -0.087
C  0.538  2.517  -2.987  -0.155
N  -0.362  1.627  -2.605  0.091
C  -1.153  1.509  -3.695  -0.194
N  -0.773  2.254  -4.697  0.110
H  1.416  8.152  -3.623  0.094
H  0.419  7.930  -5.045  0.078
H  2.179  7.731  -5.145  0.088
H  2.805  6.441  -2.778  0.090
H  3.279  5.603  -4.253  0.090
H  2.436  4.732  -2.961  0.061
H  0.398  6.374  -2.152  0.095
H  -0.274  4.948  -2.931  0.064
H  -0.820  6.548  -3.407  0.075
H  1.995  6.287  -6.643  0.101
H  -0.053  5.234  -7.273  0.127
H  -0.455  6.618  -6.277  0.101
H  -1.597  3.834  -5.783  0.076
H  -2.260  4.981  -6.933  0.127
H  -2.702  3.786  -3.717  0.096
H  -4.065  4.849  -1.979  0.100
H  -4.028  8.506  -4.185  0.107
H  -2.657  7.443  -5.922  0.120
H  2.152  3.529  -4.915  0.131
H  0.939  3.211  -6.156  0.149
H  1.338  2.875  -2.372  0.121
H  -2.021  0.891  -3.762  0.104
N  4.950  5.341  5.757  0.177
C  4.466  4.761  4.897  -0.189
C  3.853  4.038  3.848  -0.226
C  4.502  3.883  2.623  -0.010
C  3.899  3.171  1.606  -0.017
C  2.637  2.610  1.804  -0.241
C  1.988  2.770  3.035  -0.020
C  2.590  3.474  4.051  -0.008
C  1.960  1.825  0.841  -0.099
C  1.266  1.104  0.150  -0.258
H  5.479  4.319  2.481  0.125
H  4.401  3.037  0.659  0.120
H  1.012  2.324  3.164  0.122
H  2.098  3.593  5.005  0.125